Entry 1:
This record from the Open Molecules 2025 dataset describes C47H65BCsN16S5 as an isolated structure. The level of theory is ωB97M-V/def2-TZVPD.

Calculated values
- Net charge: -1
- HOMO-LUMO gap: 4.98 eV
- Energy relative to the best compared isomer or geometry (same formula, charge and spin): 0.0000 eV
- LUMO level: 1.510 eV
- 2S+1: 1

Cartesian coordinates (Å):
Cs1 0.829 2.669 1.527
C1 4.218 -0.637 0.235
C2 2.944 -1.056 -0.413
C3 2.485 -2.320 -0.314
C4 1.210 -2.666 -0.839
N1 0.449 -1.777 -1.386
N2 0.899 -0.497 -1.523
B1 -0.211 0.399 -2.118
N3 0.237 1.479 -3.106
N4 0.745 0.808 -4.156
C5 1.318 1.450 -5.121
C6 1.400 2.866 -5.088
C7 0.871 3.558 -4.052
C8 0.965 5.046 -3.983
C9 0.251 2.833 -2.962
S1 -0.321 3.663 -1.619
C10 1.826 0.590 -6.274
C11 2.493 -0.672 -5.714
C12 2.829 1.352 -7.139
C13 0.613 0.191 -7.126
N5 -1.338 -0.527 -2.757
N6 -1.360 -1.397 -3.744
C14 -2.487 -2.044 -3.909
C15 -3.624 -1.781 -3.095
C16 -3.585 -0.882 -2.075
C17 -4.733 -0.509 -1.200
C18 -2.322 -0.271 -1.905
S2 -1.645 0.899 -0.848
C19 -2.554 -3.070 -5.033
C20 -3.438 -2.504 -6.154
C21 -3.165 -4.377 -4.506
C22 -1.160 -3.366 -5.587
C23 2.128 -0.075 -1.106
S3 2.688 1.490 -1.318
C24 0.709 -4.103 -0.763
C25 -0.654 -4.252 -1.435
C26 1.720 -5.001 -1.490
C27 0.603 -4.528 0.708
H1 4.741 -1.507 0.634
H2 3.975 0.033 1.065
H3 4.856 -0.090 -0.459
H4 3.070 -3.062 0.216
H5 1.899 3.400 -5.885
H6 1.476 5.437 -4.863
H7 1.499 5.346 -3.080
H8 -0.029 5.489 -3.905
H9 3.348 -0.413 -5.086
H10 2.842 -1.300 -6.538
H11 1.791 -1.242 -5.107
H12 3.676 1.710 -6.549
H13 2.371 2.207 -7.642
H14 3.217 0.686 -7.913
H15 -0.115 -0.338 -6.508
H16 0.922 -0.461 -7.948
H17 0.124 1.072 -7.552
H18 -4.547 -2.313 -3.293
H19 -5.622 -1.085 -1.455
H20 -4.954 0.556 -1.307
H21 -4.471 -0.695 -0.156
H22 -4.446 -2.281 -5.795
H23 -3.522 -3.229 -6.967
H24 -3.009 -1.584 -6.557
H25 -4.209 -4.256 -4.212
H26 -2.608 -4.751 -3.645
H27 -3.133 -5.136 -5.291
H28 -0.687 -2.471 -5.988
H29 -1.244 -4.107 -6.385
H30 -0.502 -3.764 -4.812
H31 -0.608 -3.928 -2.477
H32 -1.416 -3.661 -0.927
H33 -0.955 -5.303 -1.405
H34 1.832 -4.697 -2.534
H35 1.374 -6.038 -1.470
H36 2.705 -4.969 -1.019
H37 -0.129 -3.915 1.236
H38 1.560 -4.435 1.227
H39 0.287 -5.574 0.765
N7 -2.874 4.068 0.865
C28 -2.833 4.101 2.216
N8 -3.377 5.160 2.821
C29 -3.275 5.135 4.146
N9 -3.822 6.178 4.830
N10 -2.703 4.170 4.878
C30 -2.198 3.175 4.157
N11 -2.251 3.064 2.839
C31 -1.431 2.117 4.888
C32 -0.860 2.398 6.121
C33 -0.076 1.422 6.720
C34 0.108 0.215 6.071
C35 -0.521 0.020 4.848
N12 -1.284 0.944 4.270
H40 -3.074 4.932 0.393
H41 -2.312 3.387 0.380
H42 -3.984 7.012 4.292
H43 -3.490 6.295 5.771
H44 -1.009 3.371 6.566
H45 0.410 1.617 7.668
H46 0.757 -0.555 6.468
H47 -0.392 -0.908 4.304
S4 0.914 5.727 2.517
C36 2.427 5.587 3.217
N13 3.488 5.493 3.689
C37 3.269 3.177 6.258
N14 3.683 2.007 5.496
C38 5.031 2.182 4.979
C39 2.757 1.684 4.415
C40 2.711 0.210 4.019
C41 3.393 -0.727 4.794
C42 3.269 -2.088 4.524
C43 2.438 -2.492 3.488
C44 1.775 -1.526 2.724
C45 1.879 -0.138 2.923
H48 3.965 3.327 7.090
H49 2.276 3.001 6.680
H50 3.242 4.096 5.660
H51 5.733 2.308 5.808
H52 5.107 3.060 4.319
H53 5.323 1.292 4.417
H54 2.976 2.297 3.523
H55 1.748 1.969 4.734
H56 4.003 -0.392 5.628
H57 3.800 -2.818 5.127
H58 2.301 -3.554 3.286
H59 1.105 -1.896 1.944
C46 -3.867 -0.934 4.767
N15 -3.286 -1.063 3.449
C47 -3.423 -2.138 2.673
N16 -4.189 -3.144 3.173
S5 -2.675 -2.272 1.174
H60 -3.525 0.003 5.197
H61 -3.553 -1.748 5.427
H62 -4.961 -0.907 4.725
H63 -2.609 -0.358 3.162
H64 -4.823 -2.979 3.937
H65 -4.411 -3.877 2.524

Cartesian forces, eV/Å:
0.0 -0.6 0.0
0.0 0.0 0.0
0.0 0.0 0.0
0.0 -0.1 0.0
0.0 0.0 0.0
0.0 0.0 0.0
-0.1 0.0 0.0
0.1 -0.1 0.0
0.0 -0.1 0.1
0.0 0.0 0.0
0.0 0.0 0.0
0.0 0.0 -0.1
0.0 0.0 0.1
0.0 0.0 0.0
0.0 0.0 0.0
0.0 0.0 -0.2
0.0 0.0 0.0
0.0 0.0 0.0
0.0 0.0 0.0
0.0 0.0 0.0
0.2 0.1 0.0
0.0 -0.1 -0.1
0.0 0.0 0.0
0.0 -0.2 -0.2
0.1 0.2 0.2
0.0 0.0 0.0
-0.1 0.0 0.0
-0.1 0.0 0.1
0.0 0.0 0.0
0.0 0.0 0.0
0.0 0.0 0.0
0.0 0.0 0.0
0.0 0.0 0.2
0.0 0.0 -0.1
0.0 0.0 0.0
0.0 0.0 0.0
0.0 0.0 0.0
0.0 0.0 0.0
0.0 0.0 0.0
0.0 0.0 0.0
0.0 0.0 0.0
0.0 0.0 0.0
0.0 0.0 0.0
0.0 0.0 0.0
0.0 0.0 0.0
0.0 0.0 0.0
0.0 0.0 0.0
0.0 0.0 0.0
0.0 0.0 0.0
0.0 0.0 0.0
0.0 0.0 0.0
0.0 0.0 0.0
0.0 0.0 0.0
0.0 0.0 0.0
0.0 0.0 0.0
0.0 0.0 0.0
0.0 0.0 0.0
0.0 0.0 0.0
0.0 0.0 0.0
0.0 0.0 0.0
0.0 0.0 0.0
0.0 0.0 0.0
0.0 0.0 0.0
0.0 0.0 0.0
0.0 0.0 0.0
0.0 0.0 0.0
0.0 0.0 0.0
0.0 0.0 0.0
0.0 0.0 0.0
0.0 0.0 0.0
0.0 0.0 0.0
0.0 0.0 0.0
0.0 0.0 0.0
0.0 0.0 0.0
0.0 0.0 0.0
0.0 0.0 0.0
0.0 0.0 0.0
0.0 0.0 0.1
0.0 0.0 0.0
0.0 0.0 0.0
0.0 0.0 0.0
0.0 0.0 0.0
0.0 0.0 0.0
0.1 -0.1 0.0
0.0 0.1 -0.2
-0.1 0.1 0.0
0.0 0.0 0.0
0.0 0.0 0.0
0.0 0.0 0.0
-0.1 0.1 0.0
0.0 -0.1 0.0
0.0 0.0 0.0
0.0 0.0 0.0
0.0 0.0 0.0
0.0 0.0 0.0
0.0 0.0 0.0
0.0 0.0 0.0
0.0 0.0 0.0
0.0 0.0 0.0
0.0 0.5 0.3
0.0 0.0 -0.1
-0.1 0.0 -0.1
0.0 0.0 0.0
0.0 0.0 0.0
0.0 0.0 0.0
0.1 -0.1 0.0
0.0 0.0 0.0
0.0 0.0 0.0
0.0 0.0 0.0
0.0 0.0 0.0
-0.1 0.0 0.0
0.2 0.0 0.0
0.0 0.0 0.0
0.0 0.0 0.0
0.0 0.0 0.0
0.0 0.0 0.0
0.0 0.0 0.0
0.0 0.0 0.0
0.0 0.0 0.1
0.1 0.0 0.0
0.0 0.0 0.0
0.0 0.0 0.0
0.0 0.1 0.0
0.0 0.0 0.0
0.0 0.0 0.0
0.1 0.1 0.0
0.0 0.1 0.0
-0.1 0.0 -0.1
0.0 -0.1 0.0
0.0 0.0 0.0
0.0 0.0 0.0
0.0 0.0 0.0
-0.1 0.0 0.1
0.0 0.0 0.0
0.0 0.0 0.0


Entry 2:
This record from the Open Molecules 2025 dataset describes C47H65BrFeN2O2SSb2 as an isolated structure. The level of theory is ωB97M-V/def2-TZVPD.

Calculated values
- Net charge: +3
- HOMO-LUMO gap (spin up / spin down): 6.41 / 4.44 eV
- Energy relative to the best compared isomer or geometry (same formula, charge and spin): 3.2403 eV
- LUMO level (spin up / spin down): -7.806 / -9.755 eV
- 2S+1: 6

Cartesian coordinates (Å):
Fe1 1.163 0.533 -0.384
C1 1.762 -3.145 0.476
C2 0.944 -2.912 1.731
C3 0.432 -1.486 1.821
Sb1 -1.699 -0.992 1.319
C4 -2.364 -0.732 -0.752
C5 -1.552 -0.479 -1.841
C6 -2.129 -0.215 -3.075
C7 -3.507 -0.182 -3.212
C8 -4.316 -0.399 -2.109
C9 -3.744 -0.656 -0.874
C10 -2.648 -2.851 1.920
C11 -3.678 -3.424 1.189
C12 -4.308 -4.563 1.665
C13 -3.927 -5.116 2.876
C14 -2.901 -4.539 3.609
C15 -2.276 -3.397 3.139
Sb2 0.518 -3.283 -1.314
C16 -0.248 -5.258 -0.776
C17 -1.566 -5.427 -0.413
C18 -2.014 -6.681 -0.030
C19 -1.145 -7.756 -0.041
C20 0.172 -7.579 -0.428
C21 0.629 -6.325 -0.798
C22 2.051 -3.963 -2.672
C23 1.634 -4.602 -3.830
C24 2.569 -5.073 -4.735
C25 3.920 -4.880 -4.498
C26 4.335 -4.228 -3.348
C27 3.402 -3.768 -2.434
H1 2.285 -4.097 0.555
H2 2.488 -2.341 0.338
H3 1.571 -3.102 2.611
H4 0.125 -3.638 1.779
H5 1.049 -0.817 1.206
H6 0.479 -1.124 2.849
H7 -0.469 -0.467 -1.739
H8 -1.500 -0.023 -3.929
H9 -3.952 0.038 -4.168
H10 -5.391 -0.358 -2.197
H11 -4.379 -0.771 -0.004
H12 -3.995 -3.001 0.246
H13 -5.105 -5.012 1.089
H14 -4.438 -5.986 3.258
H15 -2.598 -4.966 4.552
H16 -1.500 -2.930 3.733
H17 -2.252 -4.592 -0.435
H18 -3.042 -6.813 0.267
H19 -1.498 -8.737 0.237
H20 0.851 -8.417 -0.449
H21 1.656 -6.193 -1.109
H22 0.579 -4.761 -4.014
H23 2.241 -5.582 -5.627
H24 4.649 -5.242 -5.205
H25 5.389 -4.077 -3.169
H26 3.730 -3.259 -1.537
C28 -2.248 7.647 -0.120
C29 -0.827 7.276 0.336
C30 -0.564 7.853 1.737
C31 0.180 7.909 -0.628
C32 -0.720 5.769 0.393
C33 0.112 5.044 -0.453
C34 0.179 3.679 -0.315
Br1 1.424 2.714 -1.454
C35 -0.568 2.898 0.592
O1 -0.395 1.600 0.644
C36 -1.464 3.655 1.415
C37 -1.486 5.030 1.300
C38 -2.426 2.949 2.363
C39 -3.367 2.095 1.500
C40 -3.320 3.901 3.166
C41 -1.643 2.105 3.379
H27 -2.340 8.728 -0.187
H28 -2.996 7.286 0.580
H29 -2.459 7.222 -1.099
H30 -0.580 8.938 1.693
H31 0.415 7.541 2.098
H32 -1.317 7.539 2.453
H33 0.102 8.990 -0.564
H34 -0.013 7.632 -1.660
H35 1.202 7.641 -0.372
H36 0.699 5.530 -1.212
H37 -2.153 5.571 1.947
H38 -4.072 2.745 0.986
H39 -3.928 1.398 2.123
H40 -2.816 1.545 0.741
H41 -3.932 4.515 2.511
H42 -2.750 4.539 3.837
H43 -3.995 3.308 3.778
H44 -0.906 1.475 2.884
H45 -2.326 1.472 3.944
H46 -1.138 2.766 4.082
C42 4.632 0.139 -1.586
C43 4.016 0.406 -2.946
S1 2.732 -0.867 -3.306
O2 1.819 -0.805 -2.083
C44 1.846 0.071 -4.613
C45 1.055 -0.899 -5.472
H47 5.342 0.923 -1.336
H48 5.161 -0.812 -1.585
H49 3.843 0.112 -0.826
H50 4.746 0.301 -3.745
H51 3.561 1.393 -2.984
H52 2.594 0.589 -5.209
H53 1.205 0.797 -4.116
H54 1.726 -1.556 -6.019
H55 0.455 -0.349 -6.193
H56 0.392 -1.514 -4.864
N1 3.609 1.558 4.812
C46 3.382 2.441 3.627
C47 2.328 1.894 2.637
N2 2.859 1.154 1.499
H57 4.276 2.004 5.459
H58 4.000 0.645 4.544
H59 2.729 1.401 5.324
H60 4.337 2.573 3.115
H61 3.062 3.413 4.002
H62 1.768 2.739 2.230
H63 1.609 1.259 3.160
H64 3.425 0.365 1.796
H65 3.449 1.762 0.938

Cartesian forces, eV/Å:
-0.7 0.1 0.2
-0.1 -0.2 -0.4
-0.1 -0.3 -0.2
-0.9 0.5 -0.1
-0.2 -1.5 -0.8
0.2 0.2 1.0
0.2 0.4 0.0
0.2 0.0 0.2
-0.1 0.0 0.1
0.0 0.0 -0.1
-0.1 -0.1 0.3
0.2 1.0 -0.1
-0.3 0.1 -0.3
0.0 0.1 -0.1
0.0 0.0 0.0
0.1 0.0 0.1
0.2 0.1 0.3
-0.3 -1.1 0.3
0.9 1.3 -0.5
-0.3 0.0 0.1
-0.1 0.1 0.0
-0.1 -0.1 0.0
0.3 -0.1 -0.1
-0.1 -0.4 0.2
-0.6 0.3 0.6
-0.1 0.0 0.1
0.0 0.0 -0.2
0.0 0.0 0.0
0.1 0.1 0.0
0.0 -0.2 0.1
0.1 0.0 -0.1
0.2 0.0 0.0
-0.1 0.1 0.0
0.0 0.0 0.1
0.2 0.0 0.3
0.0 0.3 0.0
-0.2 -0.2 -0.3
0.1 0.0 -0.1
0.0 0.0 -0.2
-0.1 0.0 0.0
-0.1 0.0 0.0
0.0 0.0 0.0
-0.1 0.0 0.0
0.0 -0.1 0.0
0.0 0.0 0.1
0.1 0.0 0.1
0.0 0.0 0.0
-0.2 -0.1 0.0
0.0 -0.1 0.0
0.0 -0.1 0.0
0.1 0.0 0.0
-0.1 0.0 -0.1
0.0 -0.1 -0.1
0.1 -0.1 -0.1
0.1 0.0 0.0
0.1 0.0 0.1
0.2 0.0 0.0
-0.1 0.4 0.0
0.0 -0.1 -0.2
-0.1 -0.1 0.1
0.2 -0.5 -0.2
0.0 0.4 0.0
-0.5 -0.5 0.7
0.1 0.7 -0.4
0.4 1.8 -0.5
1.3 -2.6 -0.3
0.2 -0.5 -0.1
0.2 0.2 -0.2
-0.1 -0.1 0.1
0.2 -0.1 0.1
0.2 -0.1 -0.1
-0.1 0.0 -0.2
-0.1 0.1 0.0
-0.1 0.0 0.1
0.0 0.0 -0.1
0.0 0.1 0.0
0.1 0.0 0.1
-0.1 0.0 0.1
0.0 0.1 0.0
0.0 -0.1 -0.2
0.2 0.0 0.0
0.1 0.2 -0.1
-0.1 0.1 0.1
-0.1 0.0 -0.1
-0.1 -0.1 0.0
0.0 0.0 -0.1
-0.1 0.1 0.0
0.1 0.1 0.0
-0.1 -0.1 0.1
0.1 -0.1 0.0
-0.1 -0.1 0.1
0.1 0.0 0.1
-0.1 -0.1 -0.2
-0.2 -0.5 0.0
0.6 1.6 -0.7
-0.7 0.9 1.7
0.1 -0.5 0.1
0.0 0.0 0.1
0.0 0.1 0.0
0.0 -0.1 0.1
0.1 -0.1 0.1
0.1 0.1 -0.1
-0.1 0.0 -0.2
0.1 0.1 0.1
0.1 0.1 0.2
0.0 -0.1 -0.1
0.0 0.0 -0.1
-0.1 -0.1 0.0
0.1 -0.1 0.3
-0.3 0.4 -0.9
-0.1 0.2 0.2
-0.1 -0.3 -0.6
-0.2 -0.2 -0.1
-0.1 0.2 0.2
0.3 0.0 0.0
0.0 0.0 0.2
0.0 -0.1 0.1
0.0 0.0 0.2
-0.1 0.1 0.0
0.0 -0.1 -0.2
0.1 -0.1 0.0


Entry 3:
This record from the Open Molecules 2025 dataset describes a 7-piece molecular cluster, C47H70F5N9O6 overall. The level of theory is ωB97M-V/def2-TZVPD.

Calculated values
- HOMO-LUMO gap: 8.07 eV
- SMILES: CCC[C@H](C)c1cc(CCN)c2nc(-c3ccccc3)cnc2c1C(F)(F)c1cccc(C(F)(F)F)c1.CN(C)C=O.CN(C)C=O.CN(C)C=O.CN(C)C=O.CN(C)C=O.CN(C)C=O
- LUMO level: -0.400 eV
- 2S+1: 1

Cartesian coordinates (Å):
C1 -1.664 -1.744 -4.728
C2 -2.908 -1.316 -5.624
C3 -2.825 0.262 -5.865
C4 -3.401 1.089 -4.619
C5 -4.221 2.387 -5.056
C6 -2.378 1.317 -3.476
C7 -2.647 0.557 -2.192
C8 -1.861 0.647 -1.000
C9 -2.233 -0.139 0.289
C10 -2.427 -1.704 0.014
N1 -2.602 -2.350 1.352
C11 -0.638 1.546 -1.021
N2 0.104 1.562 0.157
C12 1.152 2.403 -0.020
C13 2.144 2.528 1.181
C14 1.790 3.334 2.342
C15 2.687 3.455 3.501
C16 3.970 2.759 3.507
C17 4.330 1.978 2.324
C18 3.453 1.839 1.162
C19 1.467 3.218 -1.214
N3 0.710 3.168 -2.327
C20 -0.364 2.294 -2.249
C21 -1.212 2.177 -3.498
C22 -0.812 3.009 -4.732
F1 0.531 2.673 -5.051
F2 -1.512 2.809 -5.907
C23 -0.800 4.576 -4.497
C24 -1.997 5.380 -4.283
C25 -1.914 6.834 -4.096
C26 -0.636 7.543 -4.108
C27 0.572 6.743 -4.282
C28 1.997 7.385 -4.270
F3 2.637 6.927 -3.110
F4 2.775 6.926 -5.308
F5 1.974 8.748 -4.215
C29 0.484 5.289 -4.478
H1 -1.945 -1.587 -3.655
H2 -0.779 -1.082 -4.953
H3 -1.361 -2.817 -4.897
H4 -2.718 -1.773 -6.641
H5 -3.893 -1.643 -5.211
H6 -3.462 0.523 -6.755
H7 -1.749 0.480 -6.071
H8 -4.202 0.397 -4.216
H9 -5.321 2.242 -4.848
H10 -4.135 2.602 -6.149
H11 -3.891 3.220 -4.389
H12 -3.560 -0.096 -2.155
H13 -1.478 -0.062 1.111
H14 -3.197 0.275 0.715
H15 -3.315 -1.884 -0.641
H16 -1.473 -2.126 -0.412
H17 -3.399 -1.909 1.830
H18 -1.805 -2.094 1.951
H19 0.815 3.875 2.425
H20 2.406 4.046 4.405
H21 4.663 2.810 4.373
H22 5.307 1.444 2.306
H23 3.731 1.229 0.267
H24 2.367 3.884 -1.196
H25 -3.015 4.938 -4.291
H26 -2.849 7.422 -3.967
H27 -0.541 8.645 -3.992
H28 1.462 4.763 -4.605
C30 0.068 -6.820 2.583
N4 0.215 -5.405 2.857
C31 1.532 -4.802 2.765
C32 -0.840 -4.627 3.196
O1 -0.784 -3.435 3.438
H29 0.685 -7.387 3.285
H30 0.398 -7.024 1.561
H31 -0.971 -7.129 2.691
H32 1.797 -4.366 3.730
H33 1.513 -4.006 2.018
H34 2.273 -5.549 2.484
H35 -1.789 -5.182 3.237
C33 9.506 1.311 4.361
N5 8.164 1.583 4.837
C34 7.870 2.885 5.408
C35 7.175 0.659 4.766
O2 6.032 0.825 5.147
H36 10.209 1.419 5.190
H37 9.759 2.025 3.574
H38 9.578 0.300 3.962
H39 7.523 2.758 6.435
H40 7.076 3.361 4.829
H41 8.758 3.514 5.396
H42 7.504 -0.293 4.317
C36 -6.292 -5.255 5.323
N6 -5.159 -6.141 5.148
C37 -5.395 -7.512 4.733
C38 -3.887 -5.731 5.358
O3 -2.895 -6.427 5.228
H43 -6.956 -5.667 6.087
H44 -6.832 -5.172 4.377
H45 -5.964 -4.263 5.634
H46 -4.997 -8.191 5.490
H47 -4.875 -7.698 3.791
H48 -6.461 -7.692 4.604
H49 -3.818 -4.676 5.669
C39 -6.865 -2.788 -9.114
N7 -6.074 -3.198 -7.971
C40 -4.843 -3.934 -8.194
C41 -6.447 -2.916 -6.699
O4 -5.827 -3.231 -5.702
H50 -7.167 -3.674 -9.678
H51 -6.262 -2.139 -9.753
H52 -7.756 -2.248 -8.795
H53 -4.906 -4.902 -7.693
H54 -4.007 -3.376 -7.768
H55 -4.678 -4.084 -9.260
H56 -7.395 -2.355 -6.641
C42 -0.678 -6.921 7.546
N8 0.527 -6.324 8.092
C43 0.503 -4.930 8.493
C44 1.675 -7.027 8.239
O5 2.716 -6.585 8.689
H57 -0.972 -6.376 6.648
H58 -1.476 -6.856 8.290
H59 -0.512 -7.967 7.290
H60 1.251 -4.377 7.922
H61 0.749 -4.855 9.554
H62 -0.483 -4.502 8.314
H63 1.586 -8.074 7.905
C45 5.056 8.061 -1.672
N9 5.884 7.674 -0.545
C46 7.120 6.956 -0.794
C47 5.540 7.960 0.734
O6 6.190 7.663 1.718
H64 4.757 7.167 -2.218
H65 5.634 8.715 -2.330
H66 4.165 8.590 -1.337
H67 7.085 5.991 -0.283
H68 7.957 7.531 -0.394
H69 7.259 6.800 -1.862
H70 4.585 8.507 0.813

Cartesian forces, eV/Å:
-0.6 0.0 0.1
1.7 0.7 -0.6
-0.7 -0.7 0.6
-0.6 -0.7 -0.6
-0.1 -0.4 0.7
1.4 0.3 1.8
1.1 1.0 0.6
0.3 1.0 -1.6
-0.3 -0.4 -0.8
0.5 1.0 1.4
-0.3 0.5 -0.4
-2.4 -1.5 -0.6
1.4 2.6 -3.3
1.1 0.1 1.4
1.0 0.1 1.0
1.5 -0.6 0.7
0.9 -1.4 -1.5
-1.6 0.0 -2.1
-1.3 0.5 -0.2
-1.1 1.6 1.8
-1.3 -1.1 -0.1
0.3 -1.0 2.3
-0.2 0.1 -0.5
-1.9 -1.7 1.1
1.7 1.7 0.1
-1.6 0.0 0.1
0.2 -0.3 1.3
0.7 2.3 0.5
1.5 1.1 -0.1
1.7 -0.8 -0.4
0.2 -2.4 -0.2
-1.7 -0.9 -0.5
-0.7 -1.5 0.9
-0.5 0.9 -1.4
-0.9 1.2 1.1
0.3 -1.6 -0.4
-0.9 1.2 0.2
0.5 -0.3 -0.8
-0.9 -0.7 0.2
-0.4 1.1 0.3
-0.6 0.3 1.0
0.9 0.2 -0.4
0.7 -0.1 0.7
-1.0 0.1 0.0
1.1 0.7 -0.1
1.1 0.0 -0.2
0.2 0.1 1.0
-0.4 -0.4 -1.0
1.0 0.7 -0.2
-0.4 0.2 -1.0
0.9 -0.4 -0.5
0.9 -0.1 0.5
-1.1 0.5 0.1
0.3 -0.3 -0.4
-0.3 -0.5 -0.4
0.9 -0.7 -0.4
0.1 -0.5 -1.0
-0.7 -0.1 -0.8
-0.9 0.5 0.1
-0.2 0.6 1.0
-1.0 -0.7 0.0
1.0 0.3 0.0
0.8 -0.6 -0.1
-0.3 -1.1 -0.1
-1.3 0.3 0.1
0.2 0.2 0.0
-0.3 0.1 0.1
-0.2 0.2 0.1
-0.1 -0.2 -0.1
0.3 0.0 0.1
-0.1 -0.1 -0.1
0.0 -0.2 0.0
0.0 0.1 0.1
0.1 0.0 -0.1
0.1 0.0 0.1
-0.1 0.0 0.0
0.1 -0.1 0.0
-0.1 0.2 0.1
-0.1 -0.4 -0.1
-0.3 -0.2 0.0
0.1 0.1 0.0
0.2 0.2 0.0
0.1 0.0 -0.1
0.2 -0.1 0.0
-0.1 0.0 0.0
0.0 0.1 0.0
0.1 0.1 0.1
0.0 -0.1 -0.1
0.1 0.0 0.0
0.0 -0.3 -0.1
0.3 0.3 0.1
0.3 0.0 0.0
-0.2 0.1 0.0
-0.2 -0.1 -0.1
-0.1 0.1 0.0
-0.1 0.1 0.1
0.1 -0.1 0.0
0.0 -0.1 -0.1
-0.1 -0.1 0.0
0.1 0.1 0.0
0.0 0.0 0.0
0.3 -0.2 0.0
-0.3 0.2 0.3
0.0 0.0 0.3
0.0 0.0 -0.1
0.0 0.0 -0.1
-0.1 0.1 -0.1
-0.2 0.0 -0.1
0.1 0.0 0.1
0.1 0.0 -0.1
0.1 -0.1 0.0
-0.1 0.1 0.1
0.0 0.0 -0.1
0.1 0.4 0.0
0.3 -0.5 0.0
0.3 -0.1 0.1
-0.2 0.1 0.0
-0.1 0.1 0.0
-0.2 -0.2 0.0
-0.1 -0.1 -0.1
0.1 0.1 0.0
-0.1 0.1 0.1
0.0 0.1 -0.1
0.0 -0.1 0.0
-0.1 0.0 0.0
0.4 -0.2 0.1
-0.3 0.2 0.3
0.0 0.0 0.3
0.1 0.0 -0.1
0.1 0.0 -0.2
-0.1 0.2 -0.1
-0.2 0.0 -0.1
0.1 -0.1 0.0
0.1 0.0 -0.1
0.1 -0.1 0.0
-0.1 0.1 0.1
0.0 0.0 -0.1